Entry from the Open Molecules 2025 dataset: a molecular structure, C16H44FeN4O4 at a distorted geometry (the ωB97M-V functional and the def2-TZVPD basis).

Positions of all 69 atoms, in Å:
Fe: -0.32460 0.35961 -0.44319
C: -4.00444 0.96972 1.84476
C: -2.54603 0.62872 1.79636
C: -2.32399 -0.65129 2.64454
O: -1.11394 -1.15045 2.54244
C: -0.88503 -2.34323 3.40456
N: -2.26476 0.31811 0.34777
H: -4.34492 1.31983 2.81924
H: -4.66254 0.15261 1.54922
H: -4.22560 1.88731 1.29958
H: -1.87466 1.45474 2.03102
H: -3.06034 -1.43255 2.45605
H: -2.40871 -0.42973 3.70842
H: -1.56597 -3.18409 3.27269
H: -0.84484 -2.06328 4.45722
H: 0.14509 -2.68105 3.29122
H: -2.76566 -0.55696 0.28899
H: -2.97788 0.77747 -0.20045
C: -0.16109 -3.32615 -2.77003
C: -0.07645 -1.85740 -2.30873
C: -1.00355 -0.94797 -3.02307
O: -1.00476 0.33678 -2.33828
C: -1.75536 1.26374 -3.18348
N: -0.34396 -1.71179 -0.89715
H: -1.20498 -3.63799 -2.73619
H: 0.49043 -3.99809 -2.21134
H: 0.07922 -3.59058 -3.79980
H: 0.98384 -1.62040 -2.22079
H: -1.99678 -1.33266 -3.25462
H: -0.58644 -0.75332 -4.01112
H: -1.31947 1.40509 -4.17248
H: -1.91692 2.27027 -2.79761
H: -2.73274 0.83167 -3.39831
H: -1.15540 -2.29341 -0.74425
H: 0.29423 -2.29727 -0.37751
C: 3.04728 2.50520 -1.85382
C: 1.86522 2.02993 -1.02182
C: 0.64939 2.87704 -1.16913
O: -0.44400 2.33142 -0.36900
C: -1.46757 3.34023 -0.07994
N: 1.53298 0.67482 -1.41189
H: 3.72925 3.20862 -1.37612
H: 2.73957 2.63007 -2.89201
H: 3.79126 1.72613 -2.02008
H: 2.19512 2.05044 0.01686
H: 0.34655 3.00208 -2.20873
H: 0.90469 3.86933 -0.79726
H: -1.78832 3.84632 -0.99049
H: -0.94243 4.11232 0.48237
H: -2.27935 2.98687 0.55588
H: 2.43942 0.24841 -1.28287
H: 1.77133 0.91080 -2.36457
C: 1.94088 0.00345 3.36535
C: 1.80172 -0.07673 1.84328
C: 2.14370 -1.48909 1.43907
O: 2.28245 -1.56999 0.00133
C: 3.46027 -2.29968 -0.49785
N: 0.54132 0.50818 1.40931
H: 2.97629 -0.11830 3.68348
H: 1.31665 -0.73057 3.87492
H: 1.65784 1.01248 3.66509
H: 2.66220 0.50797 1.51800
H: 1.47950 -2.32308 1.66579
H: 3.10302 -1.77374 1.87125
H: 3.53616 -2.26525 -1.58466
H: 3.41762 -3.36274 -0.26080
H: 4.38636 -1.91506 -0.07063
H: 0.06326 0.00997 2.14643
H: 0.59912 1.41616 1.84787

Values from the calculation:
- energy relative to the best compared isomer or geometry (same formula, charge and spin) (kJ/mol) = 0.0
- total energy (eV) = -65795.36505
- expectation value of S² = 12.009
- 2S+1 = 7
- total charge = +4